Entry from OMol25: a cluster of 3 separate species, C18H34BN2O6 in total in a non-equilibrium geometry (ωB97M-V/def2-TZVPD).

Its charge is -1. For the HOMO energy, the calculation gives -4.074 eV. The electronic energy comes out at -1292.09194 Ha. The value obtained for the lowest unoccupied orbital energy is 1.536 eV. Its HOMO-LUMO gap is 0.206 Ha.

Last column: natural (NBO) charge in e.
CARTESIAN COORDINATES (ANGSTROEM)
C -0.18404 0.82926 2.82605  -0.634
C -1.19701 0.99251 1.66961  0.070
O -0.74211 2.07587 0.83191  -0.747
C -1.27779 -0.27520 0.79851  -0.223
N -2.59318 -0.57819 0.26012  -0.639
C -3.46354 -1.36133 1.14936  -0.246
C -4.61484 -0.53395 1.75149  -0.043
O -5.37845 -1.23557 2.67077  -0.727
B -6.55043 -1.94815 2.06327  0.123
C -7.75641 -0.92149 1.65382  0.056
C -7.73837 0.43444 1.97759  -0.282
C -8.70678 1.33376 1.62214  -0.192
C -9.77090 0.81202 0.89833  -0.323
C -9.74889 -0.53377 0.64358  0.022
N -8.81598 -1.41265 0.97230  -0.441
H -0.45586 1.44096 3.69259  0.197
H 0.83517 1.05034 2.50352  0.206
H -0.21596 -0.20488 3.18506  0.212
H -2.15785 1.25497 2.12187  0.171
H -1.05940 2.91260 1.18193  0.463
H -0.93849 -1.11605 1.40213  0.203
H -0.53809 -0.13884 -0.00024  0.189
H -3.05987 0.25439 -0.07715  0.352
H -2.92024 -1.82756 1.97586  0.179
H -3.90576 -2.17661 0.56656  0.199
H -5.20655 -0.04731 0.95548  0.149
H -4.12760 0.29689 2.30468  0.128
H -6.18798 -2.43980 0.99328  -0.097
H -6.96570 -2.86865 2.73700  -0.071
H -6.88641 0.79575 2.55137  0.206
H -8.64584 2.38660 1.87466  0.191
H -10.58440 1.44029 0.55304  0.192
H -10.61304 -0.93335 0.09893  0.155
O 1.54346 -1.94320 0.40563  -0.569
C 2.08913 -1.29685 -0.44296  0.801
O 1.83556 -1.57414 -1.74319  -0.511
C 2.28244 -0.75072 -2.81503  -0.066
C 3.69945 -1.09735 -3.22950  -0.640
C 3.11500 -0.24369 -0.10939  -0.753
H 2.17018 0.30614 -2.56816  0.178
H 1.60146 -0.94980 -3.64211  0.195
H 4.40708 -0.92058 -2.41728  0.213
H 4.00378 -0.49959 -4.09109  0.206
H 3.76757 -2.15389 -3.49193  0.215
H 4.08380 -0.71953 0.02455  0.273
H 2.82071 0.23642 0.82175  0.244
H 3.19885 0.54562 -0.85309  0.209
O 6.09596 -0.27818 -0.23478  -0.579
C 7.02159 0.15275 -0.86581  0.807
O 7.18349 1.48501 -0.96465  -0.503
C 8.34047 2.10110 -1.53293  -0.068
C 8.22630 2.21946 -3.03896  -0.637
C 7.95235 -0.76408 -1.62331  -0.745
H 9.24915 1.58159 -1.22433  0.174
H 8.38772 3.09612 -1.09265  0.199
H 8.16395 1.24042 -3.51503  0.207
H 9.08883 2.74703 -3.44771  0.217
H 7.32101 2.76474 -3.30650  0.222
H 7.50784 -0.99976 -2.58979  0.246
H 8.06407 -1.68196 -1.05058  0.249
H 8.95144 -0.36035 -1.77059  0.215

Cartesian forces (eV/Å) of the 2 atoms listed first:
C -0.4602 -0.4751 0.1583
C 1.0718 0.1147 0.6513